The following is a quantum chemistry calculation of a structure of composition C39H30Cl2IN8O6Zr, from the OMol25 dataset.

XYZ file:
```
87
Properties=species:S:1:pos:R:3:forces:R:3:lowdin_charge:R:1
H 1.192241 0.918836 5.894624 -0.02 -0.01 0.01 0.0939
Cl 5.469994 3.540351 4.124916 -0.01 0.05 0.06 0.7048
C -1.355668 -1.169926 2.752917 0.44 0.13 0.29 -0.1000
H -2.508878 -0.089037 -0.186522 0.03 0.00 0.01 0.1145
C -0.305684 1.690155 -2.093897 -0.13 0.37 -0.04 -0.1004
C -0.144996 2.128762 -3.397926 0.03 -0.20 0.21 -0.1032
H -0.243253 -1.996100 -4.519758 -0.05 0.00 0.02 0.1229
H -4.592602 -1.114592 3.893535 0.00 0.02 -0.03 0.1265
H -1.754539 3.697493 2.790069 0.00 0.00 0.01 0.1322
O -0.787204 1.218198 -5.475789 -0.08 0.06 0.10 0.0883
C 1.866925 -1.682073 -4.209093 -0.11 0.00 0.09 0.0004
H 2.926367 3.456442 -2.958075 0.02 -0.03 0.04 0.1232
C -2.376734 0.773368 0.458536 -0.01 -0.18 -0.15 -0.1441
C -1.541767 -4.584206 -1.836869 -0.02 -0.04 -0.04 -0.0592
C 2.807947 -1.250847 -3.293169 0.06 -0.03 0.05 0.0353
H -5.042838 0.201101 -4.346320 -0.02 0.02 -0.01 0.0918
C -3.546820 1.365177 -4.829446 0.10 0.03 -0.06 -0.2329
C 4.751988 2.483816 2.971935 0.07 -0.17 -0.16 -0.6762
N -2.451118 1.936127 -4.096820 -0.23 -0.09 -0.04 0.0968
H 2.791680 3.272955 3.307169 0.01 0.00 0.04 0.1051
C -0.094413 -0.674862 3.161861 -0.86 -0.30 0.62 -0.2766
N 2.868932 0.085517 0.099407 0.59 0.31 0.03 -0.1306
C 3.383708 2.561307 2.755108 -0.15 -0.03 0.04 -0.0376
O 0.597441 3.260603 3.041319 0.00 -0.01 -0.04 0.0807
C -0.944330 2.067184 1.708132 -0.17 0.20 0.11 -0.1571
H -3.810069 -3.278681 3.925290 0.00 0.01 0.03 0.1060
C -3.847992 -1.468188 3.175817 0.08 0.10 0.11 -0.1962
C 2.770423 1.718790 1.835163 0.43 0.05 -0.04 -0.2177
C 3.569212 0.826773 1.077057 0.13 0.54 0.30 -0.2154
H 3.861243 -1.187598 -3.526322 0.00 0.02 0.03 0.1309
C 0.699855 -3.760535 -0.447389 0.27 0.23 0.37 -0.5808
H -4.209732 2.152457 -5.197159 -0.02 -0.02 0.04 0.1332
H 5.538084 0.061325 0.743959 0.04 0.03 0.01 0.1122
Zr 0.860080 -0.128053 0.565322 -0.70 -0.42 -1.34 1.7522
H -0.832558 -1.299972 -2.233884 0.01 0.00 -0.02 0.1138
C 0.531542 -1.699111 -3.828934 0.06 0.03 -0.10 -0.0159
H 1.922402 -0.540520 5.187458 0.01 0.01 -0.01 0.0998
C -2.298007 -0.245811 4.733937 -0.03 -0.06 -0.04 -0.0778
H -4.095044 3.260470 1.947578 0.00 0.00 0.01 0.1230
H 1.866513 0.941296 4.250298 0.02 0.01 0.02 0.0604
O 0.982306 -0.815864 2.416857 0.05 -0.33 0.96 -0.2943
H -2.421808 -4.904024 -2.378820 0.01 -0.01 0.02 0.1144
H -2.681561 2.399460 -3.233276 0.10 0.08 -0.01 0.1433
C 0.792828 -4.828774 -1.322192 0.03 0.01 0.02 -0.1226
H 2.156703 -1.985706 -5.205750 0.02 0.01 0.00 0.1247
H 1.734104 -5.347473 -1.441763 -0.01 0.01 -0.02 0.1045
H 2.493418 2.547258 -0.690441 0.01 -0.03 -0.02 0.1172
C 2.394774 -0.869555 -2.026547 0.14 -0.02 -0.30 -0.2133
H -3.120617 0.819928 -5.671386 -0.01 0.03 -0.02 0.1276
C 0.458740 2.396329 2.192674 0.03 0.15 -0.07 -0.4630
N -1.095131 0.166017 5.162584 0.07 0.07 0.14 0.1466
H -2.103686 -2.873011 1.654989 -0.03 0.00 -0.07 0.1444
C -3.460768 1.554414 0.796658 -0.04 0.10 0.06 -0.0329
C 1.053603 2.745626 -3.736799 -0.05 0.02 -0.05 0.0348
C -1.153368 1.729325 -4.435015 0.19 0.04 -0.10 -0.4475
O 4.581003 -0.196903 -1.430923 0.00 -0.04 0.12 0.0961
C 4.931992 0.746940 1.314951 -0.10 -0.10 -0.15 -0.0260
N 1.106560 -0.907542 -1.644450 0.59 -0.12 -0.37 -0.0163
C -1.398330 -2.044116 1.606242 0.19 -0.27 -0.03 -0.0335
N -1.133650 1.012305 0.896183 -0.22 0.67 0.23 -0.0128
I 2.382217 -3.141148 0.678277 -0.33 -0.67 -0.36 1.1920
H -0.261248 -6.063668 -2.717533 0.01 0.00 0.00 0.1148
C 0.202731 -1.302634 -2.551802 -0.19 -0.01 0.19 -0.1323
N -0.553737 -1.973578 0.626937 -0.62 -0.04 0.12 -0.0464
C -3.265269 2.631295 1.654521 0.05 -0.08 -0.05 -0.0063
H -4.440133 1.321971 0.402166 0.02 -0.04 -0.02 0.1186
H -3.131910 -0.002947 5.384283 -0.04 -0.05 -0.05 0.1206
C 2.000513 2.940418 -2.747643 -0.06 0.06 -0.03 0.0005
C 1.318981 0.346838 4.980253 0.00 -0.01 -0.01 0.0128
C -0.331078 -5.232801 -2.028662 -0.02 0.00 -0.02 -0.0620
C 3.428044 -0.307374 -1.067715 -0.03 0.01 -0.32 -0.5251
N 0.631874 1.796476 -1.150467 0.05 -0.19 -0.42 0.0054
O -3.890850 -2.884355 3.050517 0.00 -0.02 -0.05 -0.0520
H -2.580379 -3.017765 -0.802118 0.02 0.02 0.00 0.1223
C 1.759058 2.436767 -1.478686 0.00 0.12 0.14 -0.0916
H -1.242579 1.231829 -1.795190 0.06 -0.18 -0.04 0.0985
C -2.485841 -0.954454 3.574192 -0.03 -0.09 -0.10 -0.1470
C -1.988376 2.883072 2.119278 0.04 -0.04 0.00 0.0416
H 1.221978 3.076955 -4.753536 0.01 -0.06 -0.01 0.1358
C -0.506688 -3.086218 -0.259956 -0.06 -0.42 -0.18 -0.3697
C 5.522889 1.563726 2.268002 -0.12 0.13 0.10 -0.6792
O -4.231526 0.509271 -3.929201 0.01 -0.06 0.06 -0.0439
H -4.124144 -1.076036 2.194952 -0.05 -0.04 -0.01 0.1142
C -1.632581 -3.523406 -0.951047 0.02 0.10 0.08 -0.0397
Cl 7.214852 1.430073 2.547624 0.10 -0.04 -0.03 0.7028
N 1.391475 1.664078 1.556044 0.16 0.67 0.39 -0.0615
C -0.017719 -0.059409 4.448698 0.20 0.01 -0.26 -0.2411
```
Forces are in eV/Å.

Results
Orbital gap: 6.56 eV
Total charge: +1
2S+1: 1
E_tot: -99562.795 eV

---

The following is a quantum chemistry calculation of a structure of composition C20H37GeN3O4SSeSn, from the OMol25 dataset.

XYZ file:
```
68
Properties=species:S:1:pos:R:3:forces:R:3:lowdin_charge:R:1
H -3.647469 -1.299509 2.988860 -0.04 0.01 0.03 0.0124
H -3.962128 -3.901793 -0.357872 -0.01 0.00 -0.02 0.0662
H 2.730758 0.069815 -6.559575 -0.01 0.03 0.04 0.0703
H -2.830761 -4.566080 0.861863 0.00 -0.02 0.02 0.0612
H 6.972843 -0.555542 -0.171467 -0.04 -0.01 0.02 0.1166
C 6.105902 -0.650804 1.781937 0.04 0.01 0.02 0.0209
H -2.191938 1.313278 1.290565 -0.16 -0.02 0.04 0.0081
H 3.545265 0.403510 -4.988808 0.01 0.01 -0.07 0.0680
O 0.016129 1.124952 -0.191281 -0.20 -0.22 0.02 -0.2133
C 0.009380 2.991563 1.301542 0.04 0.03 -0.05 0.0225
H -2.938281 -0.324268 -0.978118 0.01 0.03 0.01 0.0357
H 7.036700 -0.478668 2.309772 -0.03 -0.02 -0.01 0.1312
C 3.734556 -1.053592 1.788446 -0.13 0.09 -0.16 -0.1824
O -0.100724 -2.289200 -0.883260 0.01 -0.17 0.21 -0.5688
H 2.258338 -2.443642 -6.078832 0.02 -0.01 0.05 0.0704
C 2.502466 -1.238166 2.466956 0.03 0.04 -0.01 -0.2394
C -3.221754 1.679173 1.256105 0.00 0.01 0.06 -0.2004
S 1.478479 -0.694426 -4.692413 -0.19 0.01 0.05 0.8779
Sn 1.350047 -0.730068 -0.804873 0.04 0.33 -0.10 1.5331
C -6.192605 0.675332 0.337658 -0.01 0.05 0.00 -0.2006
H -3.324342 2.365814 0.413760 0.03 -0.02 0.01 0.0302
C -0.291404 2.328318 -0.013415 0.05 0.24 -0.04 -0.5018
H 0.495401 -1.421765 2.195097 -0.03 0.02 0.02 0.0872
C -4.604166 -0.867749 2.683407 -0.01 -0.01 -0.03 -0.2186
Se -2.341461 -2.194189 0.424702 0.09 0.00 -0.09 1.2653
H -1.760480 4.613114 0.178387 -0.01 -0.03 0.03 0.0920
N 3.712183 -1.067432 0.428277 0.22 -0.12 -0.12 -0.0106
C -1.164036 2.491758 -2.281005 0.00 0.06 0.06 -0.0042
H -4.945368 -0.227666 3.497935 0.01 -0.02 -0.01 0.0364
C 4.843052 -0.738269 3.933953 0.00 0.01 -0.01 -0.0104
C 4.911707 -0.819099 2.520821 0.04 0.00 0.02 -0.1391
H 5.750479 -0.561039 4.497789 -0.03 0.00 -0.01 0.1257
H -4.196023 -3.536970 1.387789 0.00 0.03 -0.01 0.0482
H -6.706376 1.327635 1.045002 -0.01 -0.02 -0.04 0.0365
C -3.473657 -3.731147 0.597647 -0.01 -0.06 -0.01 -0.2080
H -2.234177 2.530247 -2.486122 -0.02 0.02 0.00 0.1000
H -3.426892 2.228329 2.175438 -0.01 -0.01 -0.01 0.0416
H 1.850363 -2.996471 -4.433577 0.01 -0.01 -0.02 0.0618
H 1.379106 -2.469230 1.306573 -0.04 -0.07 0.08 0.0909
C 4.837889 -0.882863 -0.225315 -0.05 -0.05 0.18 -0.1216
H -4.260824 -1.513575 -0.980709 0.03 -0.04 0.02 0.0508
H -6.092190 1.203837 -0.610337 -0.03 -0.01 0.02 0.0317
H -0.340976 5.089920 -0.770931 0.02 -0.02 -0.01 0.1059
H -0.910548 3.298594 1.801117 0.03 0.00 -0.02 0.0854
C 3.640641 -0.870212 4.563679 0.03 -0.01 0.02 -0.0485
C -1.230622 4.459935 -0.758638 0.03 -0.06 -0.02 -0.0148
N -0.891884 3.047327 -0.958306 0.08 0.01 0.00 -0.1244
C 2.600150 0.410062 -5.531603 0.03 0.03 0.01 -0.2435
H 2.158915 1.404245 -5.526740 0.04 0.00 0.01 0.0576
O 1.678443 -0.410815 -3.205948 0.03 0.02 -0.34 -0.7663
H 0.620130 3.884034 1.160268 0.00 -0.01 0.00 0.1020
H 3.581716 -0.801831 5.642024 -0.01 0.01 -0.04 0.1172
H -5.338571 -1.666764 2.564498 0.04 0.02 0.03 0.0293
H 1.521746 -1.255896 4.351180 0.03 -0.02 0.00 0.1185
C -3.563888 -0.962139 -0.350782 -0.07 0.09 0.00 -0.4370
H 0.540722 2.287426 1.933358 0.02 -0.02 0.02 0.0922
H -0.644230 3.077027 -3.039958 0.00 0.00 0.01 0.1054
Ge -4.460699 0.191001 1.049153 0.01 -0.12 0.00 0.7901
N 1.346555 -1.511597 1.652695 0.11 -0.05 0.10 0.0151
C 6.074535 -0.689142 0.416214 0.04 0.04 0.01 -0.0256
H -0.823007 1.464783 -2.327943 0.04 -0.04 0.00 0.0718
C 2.461729 -1.127729 3.825070 -0.07 -0.03 0.06 -0.0091
H -1.881360 4.772181 -1.569640 -0.02 0.00 -0.02 0.0984
C 2.343170 -2.219157 -5.014631 0.06 -0.04 0.03 -0.2434
H 3.386780 -2.113820 -4.717441 -0.03 -0.04 -0.01 0.0689
O -1.457055 -2.757787 -0.995258 -0.02 0.10 -0.05 -0.4647
H 4.776482 -0.878154 -1.309417 0.00 -0.01 0.01 0.1118
H -6.802880 -0.214946 0.184651 0.00 0.04 0.00 0.0337
```
Forces are in eV/Å.

Results
Orbital gap: 8.23 eV
Total charge: +2
2S+1: 1
E_tot: -172513.258 eV
Energy relative to the best compared isomer or geometry (same formula, charge and spin): 1.2359 eV

---

The following is a quantum chemistry calculation of an isolated molecule of C5H10NP, from the OMol25 dataset.

XYZ file:
```
17
Properties=species:S:1:pos:R:3:forces:R:3:lowdin_charge:R:1
H 2.319671 -0.458903 -0.294145 0.62 0.08 1.52 -0.0230
H -1.604001 1.371644 0.355428 0.27 -1.79 0.66 0.0968
H 2.583992 -1.674270 1.040201 0.47 1.09 -0.45 0.0949
C -1.389465 0.256418 0.660983 -0.86 3.16 -1.31 -0.1469
P 0.671510 0.435098 -1.579365 -0.99 -1.05 3.60 0.9460
N 0.365296 -1.059176 2.356084 -0.49 -0.80 0.24 0.1393
H 0.995866 -1.516716 3.046213 0.01 0.57 -1.15 0.0708
H 2.834794 0.055532 1.502455 -0.71 -0.42 -1.06 0.1038
H -2.252531 -0.252369 0.234997 0.45 -0.58 -0.62 0.0811
H -1.581958 0.245922 -2.497758 -0.59 -0.54 -0.08 0.0084
H -1.552116 0.200302 1.699014 0.10 -0.10 1.41 0.0381
C 0.817889 -0.721647 1.193252 1.54 1.35 2.05 -0.5553
H -1.286999 1.725833 -1.534718 -0.09 -0.41 -0.90 0.0109
C 0.017421 -0.018346 0.304849 -1.82 0.92 -5.45 -0.3590
C 2.241955 -0.615654 0.818583 1.77 -2.60 0.23 -0.1198
H -0.737244 1.640122 -3.308717 -0.04 -1.20 1.89 0.0633
C -0.883847 1.033265 -2.317817 0.35 2.31 -0.56 -0.4492
```
Forces are in eV/Å.

Results
Orbital gap (alpha / beta): 7.60 / 7.48 eV
2S+1: 1
E_tot: -16122.508 eV
Structure (SMILES): [H]/N=C(C)/C(C)=P/C
Energy relative to the best compared isomer or geometry (same formula, charge and spin): 2.4005 eV

---

Q: Number 3 is which compound?
A: C5H10NP